(1)
The following is a quantum chemistry calculation of a molecular structure, C29H28MnN7O2S, from OMol25.

```
68
Properties=species:S:1:pos:R:3:forces:R:3
Mn -0.097 -0.257 -0.045 0.20 -0.88 0.01
O -0.861 -1.664 -1.020 0.10 0.01 -0.16
C -0.332 -2.840 -1.296 -0.17 -0.02 -0.03
C -1.197 -3.922 -1.531 0.16 -0.01 -0.01
C -0.690 -5.158 -1.860 -0.09 -0.06 -0.01
C 0.686 -5.375 -1.973 0.12 0.09 0.02
C 1.545 -4.322 -1.752 -0.16 -0.08 0.00
C 1.056 -3.054 -1.407 0.16 0.12 0.02
C 1.992 -1.973 -1.237 -0.26 0.06 0.05
N 1.663 -0.799 -0.831 0.14 0.17 -0.02
N 2.673 0.156 -0.782 -0.13 0.06 0.02
C 2.160 1.265 -0.330 0.23 0.10 -0.04
O 0.913 1.396 -0.020 -0.52 0.09 0.04
C 3.021 2.465 -0.160 0.16 -0.26 -0.13
C 4.348 2.456 -0.592 -0.09 0.03 0.07
C 5.136 3.581 -0.424 -0.03 -0.02 0.00
C 4.607 4.717 0.176 0.10 0.00 -0.03
C 3.290 4.727 0.604 -0.06 0.03 0.04
C 2.494 3.603 0.435 -0.03 0.04 -0.01
H -2.262 -3.756 -1.446 -0.01 0.03 0.01
H -1.375 -5.979 -2.036 0.01 0.00 0.00
H 1.068 -6.352 -2.231 0.01 -0.02 -0.01
H 2.616 -4.457 -1.842 0.03 -0.02 0.00
H 3.043 -2.137 -1.462 -0.01 0.01 -0.04
H 4.742 1.562 -1.054 0.01 -0.02 -0.01
H 6.164 3.571 -0.762 0.02 0.02 0.00
H 5.225 5.596 0.307 0.00 0.01 0.00
H 2.877 5.613 1.067 0.00 0.01 0.00
H 1.459 3.599 0.750 -0.02 -0.01 0.01
C -2.821 0.797 -1.036 0.06 0.17 -0.02
C -3.045 0.095 0.264 -0.15 0.04 0.05
C -4.348 -0.047 0.795 0.14 -0.05 0.03
C -4.512 -0.683 1.987 0.02 0.01 0.00
C -3.390 -1.185 2.686 -0.14 -0.03 0.11
C -3.505 -1.853 3.929 0.06 0.04 -0.07
C -2.374 -2.303 4.549 -0.06 0.03 -0.01
C -1.106 -2.100 3.976 0.03 -0.07 0.10
C -0.943 -1.457 2.769 -0.13 0.10 -0.04
S 0.623 -1.172 2.065 0.24 -0.12 0.28
C -2.121 -0.998 2.107 0.07 -0.02 -0.10
N -1.994 -0.368 0.901 0.09 0.34 -0.09
H -3.688 1.391 -1.319 -0.01 -0.04 0.00
H -2.611 0.072 -1.823 0.01 -0.03 -0.03
H -1.975 1.487 -0.946 -0.01 -0.05 0.01
H -5.187 0.357 0.247 -0.02 0.01 -0.01
H -5.497 -0.808 2.420 -0.02 0.00 0.00
H -4.486 -1.996 4.363 -0.02 -0.01 0.01
H -2.443 -2.817 5.499 -0.01 -0.01 0.01
H -0.229 -2.461 4.498 0.03 0.01 -0.03
C -1.937 1.164 5.772 0.04 -0.11 -0.01
C -2.402 2.612 5.721 -0.02 0.10 0.09
C -3.847 2.707 5.242 -0.01 0.00 -0.01
C -1.461 3.480 4.887 0.14 0.02 -0.14
N -1.488 3.151 3.468 0.03 -0.21 -0.03
C -0.866 2.183 2.777 -0.03 0.05 -0.07
N -1.290 2.221 1.537 0.02 0.23 0.13
N -2.186 3.224 1.484 -0.11 0.00 -0.09
N -2.317 3.783 2.629 -0.06 0.16 0.07
H -2.570 0.579 6.440 -0.02 0.00 0.03
H -0.907 1.078 6.124 0.02 0.01 0.01
H -1.997 0.690 4.791 -0.01 -0.01 -0.06
H -2.341 3.029 6.732 -0.01 0.00 -0.01
H -3.967 2.228 4.269 0.01 -0.01 -0.04
H -4.178 3.741 5.142 0.01 0.03 0.01
H -4.510 2.201 5.944 0.00 -0.02 0.01
H -0.429 3.366 5.221 -0.03 0.00 0.04
H -1.725 4.536 4.949 -0.05 -0.04 0.04
H -0.139 1.488 3.165 0.05 -0.01 0.05
```
Forces are in eV/Å.

Calculated values
Total charge ... 0
Highest occupied orbital energy (spin up / spin down) ... -0.271 / -0.274 Ha
Gap between HOMO and LUMO (spin up / spin down) ... 6.695 / 7.172 eV
Multiplicity ... 5
Expectation value of S² ... 6.07
LUMO energy (spin up / spin down) ... -0.68 / -0.28 eV

(2)
The following is a quantum chemistry calculation of 2 unconnected molecules or ions with the total composition C29H28N3O5S2 at a distorted geometry, from OMol25.

```
67
Properties=species:S:1:pos:R:3:forces:R:3
C -5.602 0.794 2.258 0.55 0.13 0.01
N -4.546 1.096 3.204 -1.13 -0.02 0.71
C -4.823 2.239 4.053 0.23 -0.28 -0.31
C -3.267 0.559 3.051 1.38 -0.21 -0.34
C -2.476 0.866 1.918 -0.76 -0.23 0.84
C -1.200 0.350 1.806 0.84 -0.04 -0.05
C -0.658 -0.507 2.777 -1.59 0.36 -0.11
C 0.723 -0.960 2.685 0.96 0.35 0.74
C 1.840 -0.177 2.769 -0.85 -0.47 0.42
C 3.146 -0.831 2.810 0.67 -1.54 -0.22
O 3.309 -2.051 2.740 -0.11 1.62 0.09
N 4.272 -0.002 3.007 0.16 -0.10 -0.28
C 5.540 -0.703 3.131 0.39 0.03 0.09
C 4.282 1.380 2.980 -0.76 -0.06 0.26
S 5.643 2.343 3.132 -0.22 -0.63 -0.26
N 3.024 1.954 2.939 0.39 0.30 0.44
C 3.009 3.401 3.172 0.05 0.12 0.00
C 1.840 1.228 3.215 -1.43 0.96 0.38
O 0.908 1.764 3.809 1.30 -0.61 -0.98
C -1.512 -0.932 3.825 1.02 0.06 -0.21
C -2.748 -0.342 4.016 -0.55 0.38 -0.64
H -5.444 -0.206 1.836 -0.10 0.27 0.03
H -6.555 0.822 2.802 0.02 -0.09 -0.21
H -5.644 1.535 1.443 -0.15 -0.16 -0.08
H -4.081 2.323 4.855 -0.16 -0.04 -0.20
H -4.835 3.179 3.475 0.07 0.02 0.15
H -5.823 2.108 4.485 0.14 0.12 0.13
H -2.872 1.535 1.150 0.13 -0.26 0.18
H -0.586 0.589 0.938 -0.05 0.10 0.04
H 0.893 -2.035 2.692 0.14 0.09 -0.30
H 6.289 0.069 3.325 -0.05 -0.43 -0.04
H 5.486 -1.407 3.966 0.00 0.05 -0.24
H 5.774 -1.235 2.205 -0.06 0.01 0.20
H 1.983 3.748 3.240 0.02 -0.12 -0.11
H 3.558 3.615 4.099 -0.32 0.07 -0.18
H 3.563 3.877 2.357 -0.32 -0.02 0.18
H -1.152 -1.709 4.501 -0.09 0.29 0.07
H -3.374 -0.590 4.878 0.21 -0.04 -0.33
C 3.832 -2.500 -6.858 -0.24 0.05 0.19
C 3.073 -1.330 -6.970 -0.01 -0.21 0.18
C 2.012 -1.091 -6.094 0.20 -0.15 0.21
C 1.715 -2.013 -5.081 0.43 -0.26 -0.20
S 0.271 -1.726 -4.024 0.09 0.49 1.06
C 0.702 -1.157 -2.438 -0.10 0.54 -0.51
C 0.016 -0.120 -1.730 0.98 -0.79 -1.20
O 0.577 0.524 -0.817 -0.57 0.09 0.28
C -1.420 0.171 -2.133 0.00 0.20 0.55
C -2.350 -0.863 -2.250 -0.19 0.08 0.00
C -3.661 -0.594 -2.654 0.13 0.28 0.02
C -4.060 0.721 -2.920 0.33 -0.14 -0.05
C -3.137 1.763 -2.758 0.09 -0.25 0.12
C -1.834 1.490 -2.330 -0.21 -0.02 -0.14
O -0.415 -0.677 -4.749 -0.63 -0.08 -0.20
O -0.325 -3.040 -3.897 -0.22 -0.36 -0.53
C 2.416 -3.225 -5.025 0.16 0.35 -0.04
C 3.484 -3.456 -5.898 -0.11 0.20 -0.01
H 4.683 -2.667 -7.520 -0.26 0.00 0.14
H 3.300 -0.592 -7.742 -0.02 -0.23 0.20
H 1.405 -0.198 -6.206 0.07 -0.15 0.19
H 1.693 -1.445 -2.115 0.00 -0.01 0.04
H -2.044 -1.881 -2.005 -0.03 0.24 -0.26
H -4.359 -1.420 -2.787 0.10 0.21 0.10
H -5.075 0.929 -3.270 0.33 -0.05 0.13
H -3.425 2.790 -2.983 0.00 -0.20 0.12
H -1.121 2.299 -2.157 -0.16 -0.26 -0.15
H 2.118 -3.984 -4.307 0.03 0.18 -0.06
H 4.041 -4.393 -5.826 -0.14 0.27 -0.04
```
Forces are in eV/Å.

Calculated values
Total charge ... -1
Highest occupied orbital energy ... -0.154 Ha
Gap between HOMO and LUMO ... 5.390 eV
LUMO energy ... 1.20 eV

(3)
The following is a quantum chemistry calculation of a molecular structure, C29H28N6O7V at a distorted geometry, from OMol25.

```
71
Properties=species:S:1:pos:R:3:forces:R:3
V 0.206 0.181 -0.007 -1.17 0.87 -1.19
C -2.702 -2.154 1.584 0.41 0.80 1.22
C -3.517 -1.028 1.011 -1.00 1.97 -0.67
C -2.780 0.186 0.264 -0.24 -0.54 0.47
N -1.545 0.636 0.889 -1.45 0.34 1.93
C -1.619 1.410 2.019 0.89 -2.75 -2.34
C -2.767 1.909 2.612 0.14 0.68 0.19
C -2.874 3.127 3.288 -0.74 -0.46 0.37
C -1.997 3.801 4.106 0.54 0.14 -1.16
C -0.740 3.258 4.374 0.46 0.64 1.61
C -0.120 2.157 3.839 0.18 0.09 1.58
C -0.322 1.494 2.632 1.34 0.04 -2.52
N 0.667 0.981 1.882 0.47 0.88 1.62
C 2.010 1.554 2.224 -0.40 0.29 0.85
C 3.161 0.777 1.639 1.05 -0.52 0.22
C 2.979 0.505 0.137 0.43 0.78 -0.21
N 2.043 -0.580 -0.123 0.00 2.47 0.74
C 2.320 -1.807 0.179 -0.12 0.15 -1.31
C 3.635 -2.255 0.084 0.15 -1.30 0.51
C 4.162 -3.330 0.747 0.30 -1.38 1.23
C 3.496 -4.358 1.490 -0.66 1.10 -0.23
C 2.091 -4.628 1.316 1.52 0.66 0.38
C 1.084 -4.002 0.565 0.52 -0.29 -0.58
C 1.103 -2.605 0.194 -1.85 -1.46 1.01
N -0.010 -1.904 -0.025 0.97 -0.93 -0.10
C -1.162 -2.635 -0.507 -1.94 0.87 -0.74
C -2.235 -3.130 0.535 0.75 -0.20 -0.82
H -3.366 -2.633 2.334 0.38 -0.24 -0.54
H -1.843 -1.770 2.238 -0.86 -0.33 -1.12
H -4.196 -0.596 1.807 0.80 -0.35 -0.70
H -4.215 -1.417 0.231 0.34 0.02 0.55
H -3.477 1.033 0.269 -0.17 -0.13 -0.28
H -2.556 -0.085 -0.790 -0.18 0.16 0.73
H -3.636 1.385 2.323 -1.19 0.20 -0.51
H -3.854 3.571 3.227 -0.45 0.01 0.09
H -2.297 4.778 4.469 0.17 -0.21 0.22
H -0.176 3.744 5.219 -0.60 -0.60 -0.78
H 0.645 1.702 4.453 0.51 0.52 -0.11
H 2.151 1.540 3.328 0.02 0.17 -0.79
H 2.028 2.633 1.904 -0.13 -0.88 0.12
H 3.233 -0.168 2.247 0.20 0.58 -0.85
H 4.160 1.326 1.742 -1.43 -0.50 0.17
H 3.957 0.364 -0.312 0.18 -0.23 -0.21
H 2.594 1.467 -0.291 0.16 -0.93 0.12
H 4.307 -1.680 -0.515 0.27 0.56 0.05
H 5.260 -3.336 0.768 -0.34 -0.27 -0.02
H 4.097 -4.877 2.293 -0.91 0.28 -1.24
H 1.730 -5.412 1.961 -0.08 -0.63 -0.24
H 0.190 -4.646 0.335 0.77 1.20 0.70
H -0.868 -3.434 -1.210 0.01 -0.11 0.61
H -1.704 -1.943 -1.220 0.60 -0.54 0.86
H -1.854 -3.957 1.086 0.59 -1.00 0.33
H -3.075 -3.540 -0.057 0.16 0.37 0.24
O 1.296 3.797 -1.731 -0.47 -2.03 0.41
C 0.673 2.725 -1.680 -2.16 0.92 2.71
O 0.239 2.089 -0.546 2.18 1.73 -2.03
C 0.046 2.159 -2.893 0.21 -0.24 0.11
C 0.104 2.905 -4.044 0.50 -0.61 -0.40
C 0.103 2.293 -5.282 0.08 0.22 0.27
C -0.161 0.906 -5.437 -0.57 2.03 1.04
C -0.516 0.265 -4.275 -0.83 -0.58 -0.77
C -0.412 0.833 -2.949 0.72 -2.93 0.76
O -0.528 -0.037 -1.966 0.54 1.90 -0.47
N -1.212 -1.042 -4.439 -1.07 -1.13 -0.13
O -2.046 -1.335 -3.569 1.18 0.28 -1.55
O -1.042 -1.742 -5.468 0.18 1.56 1.82
N 0.467 3.154 -6.384 -0.18 -0.32 -2.55
O 0.787 4.346 -6.201 -0.64 -2.36 -0.48
O 0.419 2.584 -7.525 0.38 1.77 2.27
H 0.274 3.954 -3.980 0.45 0.49 0.10
H -0.297 0.536 -6.419 0.13 -0.73 -0.58
```
Forces are in eV/Å.

Calculated values
Total charge ... -1
Highest occupied orbital energy (spin up / spin down) ... -0.159 / -0.178 Ha
Gap between HOMO and LUMO (spin up / spin down) ... 6.212 / 6.732 eV
Multiplicity ... 3
Expectation value of S² ... 2.04
LUMO energy (spin up / spin down) ... 1.89 / 1.88 eV